Entry 1:
Computed, not measured: C45H34NOP2S2Ti as an isolated structure, with ωB97M-V with the def2-TZVPD basis set.

Element x y z (Å)
H: 1.8453 -2.1960 -5.1067
P: -1.0884 -2.2542 -1.2144
C: 2.9377 2.2657 2.6514
C: -0.1163 1.5174 -1.5416
H: 3.4113 2.6377 1.7500
C: -5.1177 -1.5405 -1.4228
H: -0.3787 3.9642 1.8889
O: -2.1109 -1.6344 2.6493
C: 2.6813 2.3497 -0.8372
H: -1.6193 -4.2834 -3.3252
H: -3.8700 2.8120 4.0315
C: 2.7234 -0.9782 1.1196
C: 2.4034 4.1498 -2.5832
C: -1.4484 -6.8219 -1.0951
H: 2.0987 -3.6898 2.9510
C: -3.0238 -0.9032 0.2857
C: 1.3990 2.8339 -0.0898
H: 4.6445 -3.1470 3.0790
C: 2.0037 2.7575 -2.1855
P: 0.8028 1.4536 0.9871
C: -5.3501 -0.7610 -0.2971
C: -2.7722 -1.6607 -0.8598
H: 0.1496 0.7212 3.8034
C: -1.5004 -0.9088 -3.6757
H: -6.3480 -0.4060 -0.0778
C: -0.7085 -1.7647 -2.9180
H: 1.3991 0.8573 5.8879
C: 3.0834 1.8635 5.0160
C: 1.8486 -1.9240 1.6306
H: -1.5409 -7.8988 -1.0466
H: 0.0169 3.6667 -1.6708
H: 2.7065 4.3079 -3.6113
H: 0.4202 -0.6860 -6.4570
C: -1.0933 -0.5230 -4.9478
H: -0.7966 -4.1685 0.8955
H: 4.6144 2.8262 3.8580
C: 3.8954 -2.5926 2.5347
H: -4.5155 0.1290 1.4467
C: 3.6352 2.3657 3.8460
C: -2.8956 1.2557 2.9320
C: -3.0644 2.5600 3.3554
H: -1.7206 0.1360 -5.5337
C: 2.5616 -2.8528 2.4477
C: 1.6637 1.6993 2.6125
C: 2.0357 5.2313 -0.3316
S: 4.3506 -1.2077 1.6355
H: -2.3119 4.5641 3.2233
H: 2.6948 6.1580 -2.1737
C: 0.9074 -1.8321 -4.7087
C: -1.0896 3.1909 2.1343
C: 0.6360 2.8009 -1.4365
H: -0.6043 1.2709 -2.4885
H: -1.0219 -6.6081 0.9986
C: 0.5049 -2.2166 -3.4411
C: -1.0297 -4.7206 -0.0103
H: -1.8379 -6.7317 -3.2040
C: -3.8384 -1.9879 -1.6968
C: 2.3907 5.2037 -1.7619
H: -2.4352 -0.5317 -3.2821
H: -3.5338 0.4648 3.3036
C: 0.1068 -0.9841 -5.4653
C: -4.3104 -0.4531 0.5627
C: -1.4968 -4.7879 -2.3741
H: 3.6305 1.9293 5.9471
C: 1.1260 1.1921 3.7927
C: 2.3011 0.2357 0.3797
H: 3.9986 0.5636 -0.8102
C: 3.0313 0.9436 -0.4869
H: 2.1757 6.1894 0.1546
C: -0.8826 1.8788 1.7088
C: -1.1568 -6.0999 0.0535
C: -2.1810 3.5354 2.9147
H: 1.1374 -2.8805 -2.8610
C: -1.6154 -6.1669 -2.3086
H: 1.4768 4.4220 1.4948
H: -3.6641 -2.6046 -2.5706
H: 3.5491 2.9767 -0.6249
Ti: 0.4066 -1.0564 0.4500
C: -1.2048 -4.0582 -1.2231
H: -5.9354 -1.8014 -2.0810
H: 2.0859 2.0528 -3.0115
C: 1.8315 1.2669 4.9847
S: -1.7225 -0.7499 1.5335
N: -0.1189 0.7014 -0.5812
C: 1.6030 4.2281 0.4385
C: -1.8550 0.9443 2.0604

The calculation puts the energy above the lowest of the compared OMol25 structures with the same formula, charge and spin at 353.79 kJ/mol. The multiplicity is 3. Its expectation value of S² is 2.012. As for the total charge: +1.

---

Entry 2:
Computed, not measured: one molecule with the formula C5H10N2O at a distorted geometry, with ωB97M-V with the def2-TZVPD basis set.

Element x y z (Å)
C: 1.1579 1.5615 0.0967
H: 1.6580 -1.2950 -0.3599
H: 0.6663 2.4565 0.3784
H: 0.6372 -0.9190 -1.8162
N: -1.4999 0.8762 0.1203
H: -2.1618 1.2699 -0.5682
H: 0.5669 -1.6552 1.9828
C: -0.3301 -0.6484 -1.2017
H: -1.2710 -1.9151 0.0370
C: 0.9117 0.1988 0.5096
O: 1.9468 -0.4928 -0.2664
N: -0.4424 -1.3840 -0.0171
H: -0.8734 -0.3581 1.7196
H: -1.5712 1.6295 0.8963
C: -0.1455 0.7790 -0.3849
H: -1.2273 -1.0035 -1.7925
C: 0.0482 -0.8775 1.3020
H: 1.9294 1.7772 -0.6360

As for the structure (SMILES): N[C@]12CNC[C@]1(O)C2. The calculation puts the energy above the lowest of the compared OMol25 structures with the same formula, charge and spin at 657.61 kJ/mol.

---

Entry 3:
Computed, not measured: a 5-piece molecular cluster, C22H53Br2N2O5PS overall at a distorted geometry, with ωB97M-V with the def2-TZVPD basis set.

Element x y z (Å)
H: 6.7081 3.4945 5.4564
S: -3.0200 0.1493 0.4185
H: -0.3670 -4.3471 -5.8067
C: 4.2697 3.1080 6.5176
H: -1.2289 3.8182 -1.5729
H: 5.2005 3.3260 7.0429
C: 7.3590 1.4326 5.5930
H: -0.6255 0.5565 0.1377
C: -0.8925 -1.5092 -0.4732
C: 2.6529 -3.4154 1.7614
H: 4.7905 -0.0856 2.1786
H: 4.7219 1.0511 6.0021
N: -8.0445 -0.3734 -0.2457
C: 4.4342 1.9855 5.5073
H: -0.9773 -0.5699 1.4475
C: -6.2563 -0.1030 -2.0007
H: -5.9212 0.6711 -2.7020
H: 3.8413 -3.4756 3.5844
O: 0.1465 -1.8784 -6.9901
C: 0.1610 5.1356 -0.6185
C: 2.9298 -1.1316 2.4765
C: -2.2790 4.8926 2.0671
O: -1.2615 3.4051 0.3962
H: 3.9495 4.0249 6.0200
C: 3.0564 -4.0449 3.0839
H: 1.0059 4.4477 -0.6827
H: 4.8491 -1.7739 1.6746
H: 3.9964 -0.5989 0.6782
H: 3.4301 -5.0569 2.9228
H: 1.2354 -3.6317 -7.1347
C: -0.0400 -3.4455 -8.8760
O: -5.6940 -4.7498 -0.9189
N: -6.0131 -2.6622 -1.9798
C: 0.8183 -2.8462 -7.7747
H: -7.0233 -0.6743 -2.5398
H: 0.2013 -1.5467 -0.5837
H: 7.3561 0.5302 4.9791
C: -1.1916 3.8889 1.7244
H: 0.2063 5.8257 -1.4621
H: 0.2822 5.7186 0.2958
H: 7.2260 2.7859 3.9414
H: 1.6681 -2.3325 -8.2259
H: 3.4726 1.7977 5.0277
C: -3.6283 0.2073 -1.2703
H: -4.2269 1.1172 -1.3681
H: 3.5219 2.8372 7.2645
H: -2.7887 0.1684 -1.9630
H: -3.2656 4.4576 1.8988
C: 6.6774 2.5759 4.8603
O: 5.3476 2.2894 4.4669
Br: -4.6339 -1.9473 0.5703
O: 2.0978 -2.1194 1.8920
H: -1.3841 -1.4565 -5.7509
H: 6.8570 1.1918 6.5314
C: -1.2574 -0.2965 0.4218
H: 8.3919 1.6946 5.8256
H: -1.7889 -2.6100 -7.0057
H: -2.0042 5.0556 -0.6058
H: -0.8987 -3.9867 -8.4758
H: 2.2021 -4.0904 3.7614
C: -1.0057 -2.3228 -6.2953
H: 2.3473 -0.2094 2.4931
H: -1.1809 -2.4261 0.0516
H: -1.6443 -3.7096 -4.7742
H: -7.3209 1.4539 -0.9083
H: 0.0237 -3.1416 -4.5839
C: -6.9213 0.4475 -0.7113
H: -2.2027 5.1890 3.1145
H: 1.8805 -4.0298 1.2967
H: -1.3181 -1.4192 -1.4765
H: -7.8092 -0.8661 0.6033
C: -1.1508 4.3689 -0.6342
H: 0.5456 -4.1453 -9.4738
H: -2.2086 5.7963 1.4600
H: 3.1389 -1.3863 3.5216
P: -4.8741 -1.3212 -1.6172
C: 4.2162 -0.8858 1.7081
H: -1.2974 3.0160 2.3701
H: -6.1743 0.5344 0.0904
C: -0.7318 -3.4465 -5.3105
C: -5.6581 -3.7206 -1.4466
H: -8.3603 -1.0063 -0.9659
H: -0.1982 4.3064 1.9244
H: 3.4972 -3.3988 1.0636
Br: -3.5218 -1.8976 -3.3691
H: -0.4234 -2.6609 -9.5306

The calculation puts the energy above the lowest of the compared OMol25 structures with the same formula, charge and spin at 0.00 kJ/mol.